No. 1
{"formula": "C3H10NO2S2", "method": "wB97M-V/def2-TZVPD", "species": ["N", "C", "C", "O", "C", "S", "S", "H", "H", "H", "H", "H", "H", "H", "H", "H", "H", "O"], "xyz": [[0.435, -1.628, 1.529], [0.402, -0.622, 0.480], [-0.971, -0.449, -0.150], [-1.818, 0.285, 0.736], [1.453, -0.901, -0.580], [2.320, 0.604, -1.210], [0.962, 1.788, -2.182], [-0.226, -1.346, 2.241], [0.153, -2.512, 1.192], [0.697, 0.296, 0.879], [-0.952, 0.011, -1.133], [-1.430, -1.411, -0.133], [1.170, -1.360, -1.522], [2.258, -1.471, -0.176], [-0.195, 2.598, -0.138], [-1.578, 2.425, -0.694], [-1.546, 1.208, 0.697], [-1.135, 2.485, 0.168]], "largest_force_ev_per_a": 2.42, "charge": -1, "orbital_gap_ev": 6.35, "homo_energy_ev": -2.73, "relative_energy_kcal_mol": 9.9, "e_tot_ev": -30530.0772}

=====

No. 2
{"formula": "C3H10NO3", "method": "wB97M-V/def2-TZVPD", "species": ["N", "C", "C", "O", "C", "O", "H", "H", "H", "H", "H", "H", "H", "H", "H", "H", "O"], "xyz": [[0.144, 0.368, -1.307], [-0.222, 0.665, 0.116], [1.023, 0.590, 0.988], [2.185, 1.238, 0.507], [-1.379, -0.267, 0.613], [-2.014, 0.307, 1.662], [-0.189, 1.137, -1.857], [1.132, 0.201, -1.477], [-0.696, 1.652, 0.234], [0.771, 0.934, 2.001], [1.192, -0.490, 1.139], [2.145, 2.120, 0.848], [-2.064, -0.350, -0.268], [-0.982, -1.279, 0.906], [-0.999, -2.437, -1.007], [0.132, -1.737, -1.618], [-0.180, -2.654, -1.482]], "largest_force_ev_per_a": 2.06, "charge": -1, "orbital_gap_ev": 5.95, "homo_energy_ev": -2.45, "relative_energy_kcal_mol": 19.8, "e_tot_ev": -10905.1255}

=====

No. 3
{"formula": "C3H10NO3", "method": "wB97M-V/def2-TZVPD", "species": ["C", "O", "C", "N", "H", "H", "H", "H", "H", "H", "H", "H", "O", "C", "O", "H", "H"], "xyz": [[0.135, 1.649, -1.543], [-0.888, 2.593, -1.750], [0.004, 1.148, -0.115], [0.897, -0.054, 0.056], [1.124, 2.086, -1.723], [0.004, 0.797, -2.224], [-0.700, 3.049, -2.575], [0.284, 1.903, 0.614], [-1.005, 0.802, 0.106], [1.871, 0.209, 0.185], [0.797, -0.660, -0.760], [0.603, -0.635, 0.881], [-1.105, -3.564, 1.056], [-1.055, -2.586, 1.728], [0.146, -1.963, 1.972], [-1.941, -2.119, 2.158], [0.829, -2.655, 1.933]], "largest_force_ev_per_a": 1.17, "charge": 1, "orbital_gap_ev": 11.14, "homo_energy_ev": -14.75, "relative_energy_kcal_mol": 38.7, "e_tot_ev": -10898.7844}

=====

No. 4
{"formula": "C3H10NO3", "method": "wB97M-V/def2-TZVPD", "species": ["O", "C", "O", "H", "H", "C", "O", "C", "N", "H", "H", "H", "H", "H", "H", "H", "H"], "xyz": [[1.178, 1.588, 0.846], [2.254, 1.347, 0.378], [3.181, 0.713, 1.107], [2.600, 1.619, -0.625], [3.937, 0.549, 0.537], [-1.584, -0.139, -1.054], [-1.772, -0.895, -2.233], [-0.824, -0.981, -0.049], [-0.780, -0.352, 1.301], [-2.591, 0.076, -0.684], [-1.052, 0.800, -1.225], [-1.112, -0.616, -2.867], [-1.292, -1.957, 0.065], [0.199, -1.130, -0.394], [-1.731, -0.115, 1.604], [-0.205, 0.519, 1.329], [-0.407, -1.026, 1.965]], "largest_force_ev_per_a": 1.20, "charge": 1, "orbital_gap_ev": 11.51, "homo_energy_ev": -14.77, "relative_energy_kcal_mol": 29.5, "e_tot_ev": -10899.1851}

=====

No. 5
{"formula": "C3H10NO3", "method": "wB97M-V/def2-TZVPD", "species": ["C", "C", "C", "O", "O", "N", "H", "H", "H", "H", "H", "H", "H", "H", "H", "H", "O"], "xyz": [[0.002, -0.055, -0.863], [0.600, -0.689, 0.322], [0.086, -0.459, 1.699], [-1.245, -0.643, 1.734], [0.730, 0.007, 2.596], [-0.357, 1.408, -0.654], [0.797, -0.406, -1.758], [-1.039, -0.462, -1.296], [1.630, -0.319, 0.402], [0.702, -1.805, 0.239], [-1.583, -0.846, 2.651], [-1.147, 1.621, -0.007], [-0.693, 1.696, -1.563], [0.379, 2.025, -0.265], [1.035, 0.311, -3.981], [-0.500, -0.185, -3.832], [0.307, 0.094, -3.391]], "largest_force_ev_per_a": 4.14, "charge": 1, "orbital_gap_ev": 10.59, "homo_energy_ev": -14.21, "relative_energy_kcal_mol": 53.4, "e_tot_ev": -10898.1486}

=====

No. 6
{"formula": "C3H10NO3", "method": "wB97M-V/def2-TZVPD", "species": ["C", "C", "C", "N", "O", "O", "O", "H", "H", "H", "H", "H", "H", "H", "H", "H", "H"], "xyz": [[1.774, 1.515, -0.369], [0.875, 0.751, 0.659], [0.501, -0.678, 0.396], [1.086, -1.149, -0.722], [-0.069, -1.402, 1.205], [-3.637, -1.001, -0.132], [-2.905, 0.101, 0.431], [1.179, 1.508, -1.357], [2.773, 1.087, -0.411], [1.875, 2.501, 0.114], [-0.062, 1.165, 0.662], [1.170, 0.802, 1.635], [1.475, -0.427, -1.352], [1.037, -2.107, -0.948], [-2.948, -1.286, -0.714], [-3.452, 0.854, 0.241], [-0.673, -2.236, 0.663]], "largest_force_ev_per_a": 7.32, "charge": 1, "orbital_gap_ev": 9.66, "homo_energy_ev": -14.21, "relative_energy_kcal_mol": 129.1, "e_tot_ev": -10894.8653}